(1)
{"formula": "C24H41BF7N4O14Ti", "method": "wB97M-V/def2-TZVPD", "e_homo_ev": [-6.5, -10.7], "energy_ev": -102993.864, "multiplicity": 4, "orbital_gap_ha": [0.2448, 0.3883], "elements": ["Ti", "B", "F", "F", "F", "F", "C", "C", "O", "C", "O", "C", "F", "F", "F", "H", "H", "H", "H", "H", "C", "O", "C", "O", "O", "C", "H", "H", "H", "H", "H", "H", "C", "O", "C", "O", "O", "C", "H", "H", "H", "H", "H", "H", "C", "O", "C", "O", "O", "C", "H", "H", "H", "H", "H", "H", "C", "O", "C", "O", "O", "C", "H", "H", "H", "H", "H", "H", "C", "C", "N", "H", "H", "H", "C", "C", "N", "H", "H", "H", "C", "C", "N", "H", "H", "H", "C", "C", "N", "H", "H", "H"], "coordinates": [[0.33441, 1.53242, -2.24073], [-0.92231, 0.92083, 0.04229], [-0.12255, -0.12791, -0.43153], [-0.07810, 1.92405, 0.46839], [-1.62151, 1.34267, -1.03823], [-1.81792, 0.45782, 0.97327], [3.33298, -1.96350, 0.25482], [4.58060, -1.77949, -0.56788], [4.38570, -2.18880, -1.88457], [4.45004, -3.44653, -2.29071], [4.68910, -4.40396, -1.56894], [4.28397, -3.60857, -3.77868], [5.45866, -3.79989, -4.36575], [3.62129, -4.76492, -4.02574], [3.59696, -2.59641, -4.32356], [3.59351, -1.84382, 1.30644], [2.80681, -2.88272, -0.00263], [2.59608, -1.21719, -0.04198], [5.43400, -2.33149, -0.17406], [4.84541, -0.73366, -0.41225], [-3.02245, 2.20473, -4.11997], [-3.85831, 3.11422, -3.47600], [-4.97498, 3.52674, -4.00594], [-5.36428, 3.29385, -5.17791], [-5.53385, 4.41601, -3.11525], [-6.59202, 5.24271, -3.60338], [-2.33439, 1.81275, -3.37095], [-2.46916, 2.80670, -4.84081], [-3.63749, 1.38503, -4.49133], [-6.30547, 5.68141, -4.55917], [-6.90181, 5.95393, -2.83767], [-7.45765, 4.58199, -3.65066], [-1.13572, -2.62218, 1.63697], [-0.07999, -3.11799, 2.47584], [0.79132, -3.96879, 1.96036], [0.60940, -4.61331, 0.90871], [1.84534, -3.99739, 2.82134], [2.96996, -4.80667, 2.43243], [-1.03855, -2.64896, 0.55164], [-1.37237, -1.58152, 1.85858], [-2.04206, -3.17503, 1.88395], [2.81430, -5.84614, 2.72115], [3.75837, -4.39962, 3.06554], [3.25499, -4.73301, 1.38294], [-1.37068, 1.24577, 4.00532], [-0.76622, 0.70614, 5.16524], [-1.54416, 0.50413, 6.17394], [-2.78564, 0.73905, 6.26044], [-0.73989, 0.05770, 7.13890], [-1.26843, -0.11937, 8.46797], [-1.79094, 0.42514, 3.42391], [-0.63123, 1.78848, 3.41644], [-2.29099, 1.76293, 4.27676], [-0.60614, -0.91491, 8.80941], [-2.32726, -0.36164, 8.55907], [-1.14585, 0.79228, 9.05275], [3.43657, 3.04621, 0.24477], [4.29553, 2.37564, -0.56569], [3.99405, 1.97054, -1.85793], [2.91118, 2.16192, -2.44866], [5.03672, 1.29692, -2.38359], [4.94604, 0.63656, -3.62213], [3.99171, 3.48930, 1.07156], [2.68029, 2.37145, 0.64582], [2.75940, 3.79165, -0.17218], [5.27220, 1.44389, -4.27783], [3.93660, 0.32985, -3.89609], [5.57661, -0.24684, -3.72257], [-0.03716, -3.13577, -2.28547], [0.84901, -1.92572, -2.47959], [1.56101, -1.00230, -2.57883], [-0.92579, -2.75069, -1.78533], [0.46539, -3.98938, -1.83059], [-0.23854, -3.47219, -3.30251], [-4.28988, 3.34642, -0.08087], [-4.71098, 4.74582, 0.04464], [-5.01641, 5.85148, 0.18466], [-3.23658, 3.06683, -0.05874], [-4.70958, 3.05843, -1.04473], [-4.86943, 2.76392, 0.63531], [1.53803, -0.20987, 2.77471], [2.17845, 1.08440, 3.04584], [2.71506, 2.12922, 3.19279], [0.94358, -0.60372, 3.59910], [2.31273, -0.97204, 2.69076], [0.96395, -0.24486, 1.84881], [-4.01832, -0.60796, -1.05747], [-3.20300, -0.84426, -2.23357], [-2.55259, -1.05594, -3.19616], [-5.08281, -0.57175, -1.28909], [-3.85227, 0.37439, -0.61529], [-3.72355, -1.32578, -0.29201]], "atomic_forces_ev_per_a": [[1.0, -0.4, 0.1], [0.4, -1.0, 1.8], [0.7, -0.6, -0.3], [0.2, 0.5, 0.5], [-1.1, 1.4, -2.6], [-0.2, 0.0, 0.7], [-0.6, 0.0, -0.5], [0.5, -0.7, 2.2], [-0.3, 0.9, -2.6], [1.0, -1.1, 3.4], [-0.5, 1.4, -1.3], [-1.0, -1.3, -0.9], [0.5, 0.9, -0.2], [-0.4, 0.7, 0.3], [0.6, -0.3, -0.1], [-0.3, -0.3, 0.0], [0.3, -0.4, 0.5], [0.1, 0.4, 0.2], [-0.1, -0.3, 0.2], [0.2, 0.2, -1.3], [0.2, -0.3, -0.5], [-0.5, 0.5, 2.2], [-1.5, 1.4, -3.3], [0.8, 0.5, 3.8], [1.0, -1.0, -0.6], [-0.8, -1.0, 0.1], [-0.1, 0.1, 0.0], [0.0, -0.7, -0.5], [0.4, 0.1, -0.6], [-0.3, 0.0, 0.1], [0.9, 0.2, 0.0], [-0.2, 0.1, -0.8], [-1.5, 0.0, 0.1], [0.0, 1.0, -0.5], [-0.2, -1.5, -1.7], [1.1, 1.6, 2.6], [-0.9, -0.3, -1.6], [0.3, 0.0, 0.7], [0.9, -0.5, 0.2], [0.6, -0.1, 0.5], [0.0, -0.2, 0.0], [-0.2, 0.0, -0.2], [0.2, -0.2, -0.2], [-0.3, 0.1, 0.0], [-1.3, -0.6, -0.7], [0.8, 0.4, -1.4], [-3.7, 0.7, 2.0], [4.0, -0.9, -0.3], [-1.1, 0.0, 0.4], [0.5, -0.1, 0.0], [0.5, -0.2, -0.3], [-0.2, 0.1, 0.3], [0.5, 0.8, 0.1], [-0.4, 0.1, 0.6], [0.1, -0.3, -0.7], [0.4, 0.0, -0.1], [-3.0, 0.9, 1.7], [2.0, -1.9, -4.4], [-1.4, 0.0, 0.3], [1.7, -0.4, 1.5], [-0.7, 0.5, 3.0], [-0.7, 0.9, -1.7], [0.0, -0.2, -0.2], [0.3, -0.4, 0.4], [0.7, 0.4, -0.8], [0.0, -0.6, -0.8], [-0.1, 0.2, 0.3], [0.3, 0.3, 0.7], [1.0, 1.3, -1.1], [1.2, 0.6, 0.4], [-1.8, -1.6, 0.0], [0.0, -0.5, 0.0], [0.1, 0.5, 0.6], [-0.6, 0.1, 0.0], [-1.4, -0.2, -0.6], [0.8, 0.8, 0.6], [0.1, -1.0, -0.2], [-0.1, 0.7, 0.2], [0.3, -0.2, -0.2], [0.3, 0.0, 0.3], [0.4, -0.7, 0.3], [1.3, 3.1, 0.3], [-1.9, -3.6, -0.3], [-0.2, 0.6, 0.1], [0.2, 0.1, -0.1], [0.0, 0.4, 0.1], [-0.1, 0.6, 0.5], [1.9, -0.5, -3.2], [-1.9, 0.6, 3.1], [0.0, -0.7, -0.1], [0.5, 0.0, -0.2], [-0.5, -0.1, 0.0]]}



(2)
{"formula": "CHClFO2S2", "method": "wB97M-V/def2-TZVPD", "e_homo_ev": [-3.7, -4.3], "energy_ev": -42057.486, "de_lowest_kj_mol": 250.86, "charge": -1, "orbital_gap_ha": [0.2348, 0.2742], "elements": ["C", "O", "O", "F", "S", "S", "Cl", "H"], "coordinates": [[1.20129, -0.04381, -0.99024], [-0.80708, -0.93639, 1.93442], [-1.50946, 1.45018, 1.57725], [1.73263, 1.16277, -0.63290], [-2.65268, -0.40793, -0.21276], [-1.21249, 0.10510, 1.01046], [2.17678, -1.43510, -0.59074], [1.07101, 0.10517, -2.09549]], "atomic_forces_ev_per_a": [[0.3, 1.3, -1.3], [0.4, -0.3, 0.5], [0.8, -1.1, -0.2], [0.2, -0.7, 0.7], [-0.3, -0.4, -0.5], [-0.6, 1.6, -0.2], [-0.2, 0.5, 0.1], [-0.5, -1.0, 1.0]]}